# C12H50B5O6Zr

A structure of composition C12H50B5O6Zr (the ωB97M-V functional and the def2-TZVPD basis, OMol25).

Summary:
LUMO energy (spin up / spin down): 4.19 / 4.19 eV
Spin multiplicity: 2
DFT total energy: -1109.28811 Eh
Expectation value of S²: 0.752
Charge: -2

```
74
Properties=species:S:1:pos:R:3:forces:R:3
Zr 5.716240 -14.443095 -24.202678 -2.09 1.39 0.22
B 4.139493 -13.346554 -22.885634 -0.77 0.28 1.33
H 3.853176 -13.718539 -23.857174 -1.03 -1.08 -3.28
H 4.468513 -14.138788 -22.231153 0.59 -3.29 2.57
H 4.997277 -12.692112 -22.872810 3.67 2.67 -0.61
H 3.316498 -12.769908 -22.492702 -2.94 1.86 1.49
B 4.990505 -11.637936 -25.408116 0.12 0.79 -0.33
H 3.975253 -11.309365 -25.248298 -4.10 0.91 0.82
H 5.628513 -11.012084 -24.803546 2.64 2.47 2.51
H 5.107281 -12.650497 -25.054111 0.50 -3.75 0.83
H 5.235994 -11.439700 -26.439945 1.16 0.16 -4.24
B 7.248342 -14.446548 -26.044864 1.28 0.24 -0.41
H 7.354527 -14.856791 -27.037171 0.40 -1.37 -3.73
H 6.412728 -13.765426 -25.999310 -2.98 2.68 -0.29
H 6.982052 -15.280855 -25.414584 -0.06 -3.71 2.07
H 8.105659 -13.937843 -25.631986 3.47 1.80 1.19
B 4.135318 -15.391993 -25.688644 -1.05 -0.52 -0.34
H 4.280876 -14.327179 -25.784639 0.32 4.05 -0.66
H 3.576894 -15.629566 -24.796476 -2.53 -0.73 2.88
H 3.645418 -15.825572 -26.546696 -1.38 -1.61 -3.45
H 5.089901 -15.832771 -25.446313 3.72 -2.38 -0.08
B 5.825080 -16.324018 -22.919101 0.37 -1.42 0.90
H 4.807732 -16.154870 -23.236348 -3.72 0.85 -1.05
H 6.400169 -16.446074 -23.823878 2.55 -0.93 -3.27
H 6.149639 -15.414114 -22.438496 1.64 3.44 2.33
H 5.800863 -17.157695 -22.234533 0.31 -3.01 2.33
C 1.207166 -13.151397 -26.818778 -0.60 1.23 0.55
O 0.464431 -12.409581 -25.800159 -1.17 -0.35 -0.29
C -0.917455 -12.106581 -26.189726 3.25 -1.55 -2.33
C -1.623984 -11.106520 -25.364064 -0.53 -1.03 0.36
O -0.931905 -10.005900 -24.884565 0.03 1.30 -1.40
C -0.882322 -8.845856 -25.772847 -0.02 0.20 2.26
H 1.485803 -12.449536 -27.604807 -0.47 0.02 -0.53
H 0.596782 -13.984156 -27.168127 0.14 -0.14 -0.20
H 2.194098 -13.474072 -26.487216 -0.37 -0.17 0.84
H -1.541507 -12.981188 -26.373378 -0.33 -0.91 1.44
H -0.894494 -11.951040 -27.268326 0.46 1.62 -0.51
H -2.000788 -11.700997 -24.531770 0.09 0.52 0.65
H -2.499637 -10.873230 -25.969786 -0.39 0.58 -0.02
H -0.704737 -8.053949 -25.045217 0.29 0.21 -0.01
H -1.857033 -8.550380 -26.161086 -0.18 -0.64 -0.53
H -0.063298 -8.747682 -26.485354 -0.12 -0.86 -0.22
C 4.758932 -20.126969 -29.345334 -1.15 -0.50 -1.81
O 3.591947 -19.341195 -29.252945 1.22 0.62 0.99
C 3.908910 -17.921167 -29.167527 -1.72 -1.67 0.74
C 4.340550 -17.354108 -30.468347 1.53 2.26 0.50
O 3.858561 -15.995541 -30.615315 -1.20 -1.07 -2.51
C 4.316408 -14.923322 -29.847814 0.44 0.02 1.81
H 5.294098 -19.714320 -30.200565 0.73 -0.37 -0.03
H 4.290362 -21.059353 -29.660288 0.77 -0.58 0.06
H 5.438243 -20.292174 -28.509072 -0.37 0.52 0.51
H 4.635547 -17.734549 -28.376783 -0.39 0.15 0.30
H 2.876211 -17.645825 -28.953469 0.43 1.32 0.38
H 4.086981 -18.057001 -31.261916 -0.66 0.71 -0.45
H 5.421624 -17.218167 -30.498318 0.41 -0.47 0.00
H 3.842799 -15.013653 -28.870252 0.37 0.29 0.38
H 4.084830 -13.920177 -30.205817 -0.77 -0.40 -0.84
H 5.394183 -14.822539 -29.719943 0.37 -0.77 0.09
C 1.093179 -15.083488 -23.655914 1.39 1.58 0.42
O 0.434450 -13.972486 -23.015615 -1.43 -1.40 -0.17
C -0.317873 -14.401120 -21.900157 -0.46 1.65 0.19
C -1.463088 -13.412229 -21.523522 2.86 0.29 -0.99
O -0.889942 -12.102722 -21.490177 -1.27 0.52 1.61
C -1.747998 -11.226525 -20.714612 0.63 -0.35 -1.08
H 1.802411 -15.513909 -22.948933 -0.29 -0.63 0.30
H 1.811314 -14.627323 -24.337304 -0.50 -0.04 -0.41
H 0.455069 -15.811750 -24.156465 -0.29 0.07 0.17
H 0.354249 -14.421446 -21.042291 0.09 -0.45 0.25
H -0.898406 -15.318164 -22.000721 0.53 -0.73 -0.37
H -1.715099 -13.721170 -20.509057 -0.89 -0.02 -0.05
H -2.206356 -13.450541 -22.319886 -0.64 -0.08 0.36
H -2.646876 -11.026787 -21.297900 -0.24 0.20 -0.04
H -1.232280 -10.287882 -20.511924 0.15 -0.11 -0.25
H -2.065681 -11.640434 -19.757606 0.17 -0.38 0.15
```
Positions in Å, forces in eV/Å.